# 1
The following is a DFT calculation (ωB97M-V/def2-TZVPD) of a molecular structure, C35H37FN8O8Pb.

Geometry as XYZ:
```
90
Properties=species:S:1:pos:R:3
Pb 1.068 -0.012 -1.536
O 1.126 -1.856 1.547
C 0.441 -0.909 1.237
O -0.211 -0.749 0.122
C 0.341 0.268 2.231
C -1.023 0.838 2.401
C -1.105 2.074 3.240
C -0.273 3.217 2.604
C 0.617 2.620 1.516
O -1.438 1.522 0.849
C 1.375 1.407 2.048
C 2.618 1.163 1.173
O 3.675 1.582 1.577
O 2.451 0.568 0.026
H 0.512 -0.199 3.210
H -1.849 0.139 2.445
H -0.706 1.800 4.222
H -2.138 2.388 3.388
H 0.389 3.648 3.359
H -1.407 4.811 2.685
H 1.278 3.388 1.103
H 1.782 1.676 3.023
C -7.449 3.953 -0.676
C -6.732 2.853 -1.441
N -5.943 1.976 -0.553
C -4.639 2.179 -0.445
C -3.763 1.484 0.388
C -2.444 1.970 0.213
O -1.087 4.200 2.011
O -0.167 2.264 0.367
C -4.315 0.422 1.233
O -3.676 -0.262 2.011
C -5.774 0.193 1.066
C -6.367 -0.831 1.794
C -7.706 -1.087 1.659
F -8.230 -2.120 2.337
C -8.526 -0.319 0.826
C -7.928 0.710 0.108
C -6.560 0.959 0.202
N -9.921 -0.529 0.685
C -10.659 -1.208 1.750
C -12.161 -1.109 1.437
N -12.384 0.048 0.510
C -11.775 -0.220 -0.843
C -10.424 -0.916 -0.628
H -8.028 4.564 -1.368
H -6.728 4.602 -0.178
H -8.123 3.554 0.081
H -6.033 3.280 -2.156
H -7.416 2.227 -2.011
H -4.221 2.965 -1.062
H -5.758 -1.444 2.446
H -8.560 1.328 -0.513
H -10.432 -0.722 2.698
H -10.410 -2.266 1.846
H -12.753 -0.957 2.336
H -12.535 -1.990 0.920
H -11.932 0.872 0.909
H -13.380 0.254 0.417
H -11.671 0.743 -1.339
H -12.475 -0.836 -1.404
H -9.732 -0.608 -1.407
H -10.534 -2.004 -0.704
C 4.048 -2.127 0.080
C 3.333 -2.610 -1.130
N 2.303 -2.032 -1.738
C 1.967 -2.831 -2.816
C 2.794 -3.897 -2.859
N 3.653 -3.743 -1.791
C 4.732 -4.675 -1.472
N 4.236 -6.001 -1.296
N 4.187 -6.844 -2.365
N 3.594 -7.917 -2.031
C 3.210 -7.815 -0.707
C 2.541 -8.724 0.117
C 2.287 -8.325 1.408
C 2.683 -7.056 1.880
C 3.347 -6.153 1.081
C 3.606 -6.570 -0.227
H 3.461 -1.355 0.560
H 5.023 -1.712 -0.181
H 4.189 -2.936 0.796
H 1.150 -2.591 -3.477
H 2.858 -4.744 -3.520
H 5.225 -4.336 -0.566
H 5.450 -4.696 -2.290
H 2.245 -9.695 -0.255
H 1.775 -8.995 2.085
H 2.458 -6.787 2.903
H 3.643 -5.182 1.454
```

Calculated values
* Kohn-Sham gap: 6.7156 eV
* charge: +2
* E: -73142.680 eV
* energy relative to the best compared isomer or geometry (same formula, charge and spin): 100.9 kcal per mole

# 2
The following is a DFT calculation (ωB97M-V/def2-TZVPD) of a molecular structure, C35H37IrN5PSSe in a non-equilibrium geometry.

Geometry as XYZ:
```
81
Properties=species:S:1:pos:R:3
Ir -0.587 -0.265 -0.436
C 2.163 -3.892 0.022
C 0.998 -3.014 -0.270
N 0.358 -3.204 -1.543
N 0.280 -2.573 -3.815
C -0.535 -1.941 -4.638
N 0.026 -1.787 -5.849
S -2.272 0.893 -1.477
C -0.107 -3.144 0.774
C -0.084 -4.052 1.837
C -1.246 -4.126 2.637
C -2.323 -3.307 2.429
C -2.231 -2.461 1.384
N -1.206 -2.429 0.542
H 2.854 -3.795 -0.803
H 1.775 -4.943 0.012
H 2.657 -3.788 1.006
H 1.017 -1.897 -6.051
H -0.615 -1.455 -6.538
H 0.721 -4.698 2.097
H -1.284 -4.860 3.459
H -3.239 -3.349 3.015
H -3.017 -1.803 1.099
Se 1.583 -1.083 -0.080
C 1.126 5.194 0.964
C 1.796 4.082 0.478
C 1.219 2.794 0.650
C 0.029 2.605 1.283
C -0.680 3.767 1.679
C -0.085 4.995 1.541
P -0.452 0.895 1.640
C 0.713 0.161 2.874
C 1.850 0.876 3.293
C 2.707 0.234 4.151
C 2.406 -0.942 4.812
C 1.257 -1.581 4.367
C 0.388 -1.090 3.435
C -2.025 1.035 2.607
C -3.184 0.744 1.913
C -4.417 0.947 2.537
C -4.519 1.495 3.814
C -3.327 1.694 4.484
C -2.048 1.473 3.910
H 1.490 6.252 0.903
H 2.738 4.170 -0.066
H 1.670 1.878 0.379
H -1.690 3.675 2.082
H -0.670 5.885 1.808
H 1.996 1.837 2.825
H 3.611 0.827 4.379
H 3.212 -1.332 5.459
H 1.002 -2.542 4.829
H -0.507 -1.669 3.114
H -3.152 0.455 0.899
H -5.289 0.740 1.976
H -5.513 1.782 4.275
H -3.479 2.116 5.501
H -1.107 1.803 4.378
C -0.577 1.194 -4.755
N -0.179 1.959 -3.530
C -0.186 3.424 -3.634
C 1.121 1.549 -2.946
C 1.458 0.044 -3.020
C 2.419 -0.387 -3.899
C 2.657 -1.732 -4.089
C 1.749 -2.679 -3.570
C 0.754 -2.231 -2.472
C 0.750 -0.833 -2.049
H -1.399 1.821 -5.115
H -0.960 0.187 -4.403
H 0.198 1.040 -5.521
H -0.907 1.661 -2.878
H 0.634 3.821 -4.236
H -0.076 3.846 -2.651
H -1.147 3.742 -3.986
H 1.074 1.927 -1.924
H 1.858 2.019 -3.570
H 3.197 0.249 -4.305
H 3.529 -2.021 -4.606
H 1.945 -3.755 -3.417
H -0.666 -3.126 -1.415
```

Calculated values
* 2S+1: 6
* <S²>: 8.82
* Kohn-Sham gap (spin up / spin down): 4.0313 / 5.9484 eV
* charge: +1
* E: -132641.435 eV
* energy relative to the best compared isomer or geometry (same formula, charge and spin): 63.4 kcal per mole

# 3
The following is a DFT calculation (ωB97M-V/def2-TZVPD) of a molecular structure, C35H37N2RhS.

Geometry as XYZ:
```
76
Properties=species:S:1:pos:R:3
Rh 1.445 -0.019 -0.505
C -5.705 2.147 1.513
C -4.194 2.058 1.294
C -3.515 2.067 2.671
C -3.753 3.300 0.508
C -3.783 0.797 0.526
C -4.720 -0.138 0.074
C -4.304 -1.276 -0.633
C -2.968 -1.472 -0.887
S -2.165 -2.777 -1.737
C -0.599 -1.987 -1.437
N -0.722 -0.828 -0.749
C -1.993 -0.535 -0.444
C -2.432 0.593 0.269
C 0.654 -2.492 -1.839
C 0.812 -3.699 -2.559
C 2.073 -4.147 -2.921
C 3.201 -3.408 -2.580
C 3.050 -2.212 -1.856
C 1.814 -1.725 -1.473
H -5.940 3.060 2.066
H -6.076 1.296 2.089
H -6.244 2.178 0.564
H -3.794 2.966 3.229
H -2.429 2.046 2.576
H -3.815 1.190 3.250
H -4.040 4.213 1.041
H -4.218 3.312 -0.480
H -2.673 3.314 0.361
H -5.776 -0.003 0.261
H -5.041 -1.994 -0.977
H -1.675 1.298 0.592
H -0.067 -4.278 -2.829
H 2.176 -5.076 -3.473
H 4.190 -3.754 -2.861
H 3.943 -1.658 -1.577
C -1.320 2.344 -2.923
C 0.008 2.765 -3.476
C 0.133 3.608 -4.563
C 1.375 3.983 -5.074
C 2.519 3.470 -4.463
C 2.453 2.619 -3.375
C 3.677 2.048 -2.726
C 1.180 2.253 -2.831
N 1.075 1.477 -1.767
H -2.144 2.799 -3.479
H -1.409 2.619 -1.867
H -1.431 1.256 -2.946
H -0.776 3.982 -5.030
H 1.449 4.643 -5.930
H 3.500 3.732 -4.852
H 4.585 2.365 -3.247
H 3.633 0.955 -2.714
H 3.747 2.353 -1.676
C 0.076 -1.960 2.123
C 1.603 -1.984 2.037
C 2.008 -3.387 1.532
C 2.136 -0.918 1.090
C 2.239 -1.720 3.404
C 1.529 -1.157 4.464
C 2.134 -0.888 5.686
C 3.474 -1.177 5.888
C 4.201 -1.735 4.843
C 3.592 -1.999 3.626
H -0.339 -2.288 1.173
H -0.303 -0.952 2.302
H -0.287 -2.630 2.911
H 1.535 -3.566 0.566
H 1.688 -4.165 2.237
H 3.085 -3.474 1.382
H 3.238 -0.917 1.150
H 0.484 -0.914 4.332
H 1.549 -0.444 6.485
H 3.948 -0.968 6.840
H 5.253 -1.964 4.974
H 4.183 -2.420 2.823
```

Calculated values
* 2S+1: 5
* <S²>: 6.07
* Kohn-Sham gap (spin up / spin down): 3.3667 / 5.1240 eV
* charge: -2
* E: -53716.244 eV
* energy relative to the best compared isomer or geometry (same formula, charge and spin): 0.0 kcal per mole

Look up the charge of the first one. +2

charge of number 3 (C35H37N2RhS)? -2

What is the charge in the third record? -2